Entry 1:
C40H46Cl4HfN5O2 as an isolated structure, computed with ωB97M-V/def2-TZVPD.

Geometry (Å):
Hf: 0.392 -0.442 0.927
C: -4.117 -4.162 -1.709
C: -3.273 -4.557 -0.493
C: -2.746 -3.366 0.242
C: -3.295 -2.741 1.326
C: -4.515 -3.141 2.096
C: -4.170 -3.920 3.369
C: -2.452 -1.614 1.641
N: -1.415 -1.574 0.745
C: -1.567 -2.623 -0.124
C: -0.729 -2.894 -1.207
C: 0.389 -2.188 -1.645
C: 1.192 -2.515 -2.796
C: 0.995 -3.712 -3.672
C: 1.615 -4.978 -3.073
C: 2.172 -1.567 -2.887
C: 1.977 -0.647 -1.795
C: 2.776 0.450 -1.489
C: 2.631 1.319 -0.410
N: 1.599 1.270 0.488
C: 1.786 2.284 1.397
C: 0.927 2.588 2.452
C: -0.232 1.924 2.857
N: -0.718 0.771 2.296
C: -1.864 0.427 2.962
C: -2.654 -0.683 2.658
C: -2.121 1.408 3.986
C: -1.111 2.328 3.924
C: -0.949 3.569 4.746
C: -1.466 4.817 4.025
C: -3.270 1.372 4.944
C: -3.009 0.442 6.133
C: 2.996 2.992 1.064
C: 3.516 2.398 -0.052
C: 4.787 2.734 -0.766
C: 5.935 1.796 -0.380
C: 3.526 4.179 1.806
C: 2.827 5.481 1.401
N: 0.895 -1.051 -1.059
C: 3.242 -1.456 -3.927
C: 2.874 -0.475 -5.044
H: -4.479 -5.043 -2.238
H: -3.535 -3.559 -2.409
H: -4.980 -3.570 -1.402
H: -2.443 -5.193 -0.809
H: -3.871 -5.164 0.189
H: -5.158 -3.748 1.458
H: -5.097 -2.252 2.351
H: -3.640 -4.841 3.125
H: -5.070 -4.181 3.924
H: -3.524 -3.334 4.025
H: -0.990 -3.765 -1.794
H: 1.435 -3.515 -4.651
H: -0.072 -3.869 -3.848
H: 2.689 -4.849 -2.930
H: 1.460 -5.837 -3.726
H: 1.179 -5.206 -2.099
H: 3.619 0.631 -2.144
H: 1.198 3.456 3.039
H: -3.527 -0.835 3.279
H: 0.102 3.702 5.009
H: -1.480 3.445 5.691
H: -0.963 4.955 3.066
H: -1.305 5.712 4.626
H: -2.536 4.732 3.826
H: -4.177 1.060 4.420
H: -3.465 2.383 5.306
H: -2.817 -0.579 5.797
H: -3.863 0.422 6.809
H: -2.135 0.772 6.696
H: 5.063 3.765 -0.541
H: 4.623 2.697 -1.846
H: 6.177 1.898 0.678
H: 6.831 2.021 -0.958
H: 5.666 0.752 -0.554
H: 4.597 4.267 1.621
H: 3.419 4.016 2.881
H: 2.962 5.673 0.336
H: 3.230 6.329 1.954
H: 1.754 5.429 1.593
H: 3.431 -2.443 -4.352
H: 4.179 -1.148 -3.456
H: 1.965 -0.796 -5.554
H: 3.672 -0.406 -5.782
H: 2.691 0.525 -4.646
Cl: 4.358 -2.117 0.897
C: 3.485 -2.242 2.450
C: 2.113 -1.669 2.259
O: 1.238 -2.302 1.573
O: 1.828 -0.508 2.656
H: 4.030 -1.667 3.191
H: 3.427 -3.294 2.716
Cl: -3.586 3.074 1.082
C: -3.338 2.510 -0.573
Cl: -3.042 3.860 -1.660
Cl: -4.704 1.543 -1.118
C: -2.141 1.651 -0.559
N: -1.220 0.983 -0.461

Properties
LUMO level (eV): -3.84
HOMO energy (eV): -9.52
Charge: +1

Entry 2:
C28H83O14Sr as an isolated structure, computed with ωB97M-V/def2-TZVPD.

Geometry (Å):
Sr: 1.968 -1.075 -3.071
C: 0.242 0.675 0.943
C: 0.595 -0.550 0.193
O: 0.372 -0.443 -1.181
H: 0.959 1.453 0.676
H: 0.335 0.440 2.003
H: -0.808 0.950 0.841
H: -0.001 -1.318 0.687
H: 1.637 -0.796 0.399
C: 0.834 -4.561 -1.040
C: 1.883 -4.006 -0.118
O: 2.788 -5.037 0.216
H: 0.682 -5.625 -0.856
H: 1.159 -4.511 -2.079
H: -0.120 -4.046 -0.927
H: 1.413 -3.765 0.836
H: 2.395 -3.122 -0.496
H: 2.440 -5.540 0.956
C: 5.155 -0.620 0.388
C: 5.117 -0.275 -1.070
O: 4.070 -1.074 -1.692
H: 4.281 -0.210 0.894
H: 5.979 -0.093 0.869
H: 5.230 -1.680 0.633
H: 6.092 -0.379 -1.546
H: 4.851 0.760 -1.285
H: 4.432 -1.963 -1.718
C: -1.159 -4.431 3.023
C: -0.997 -3.086 3.732
O: -2.261 -2.717 4.304
H: -2.086 -4.523 2.458
H: -1.187 -5.297 3.685
H: -0.313 -4.547 2.345
H: -0.760 -2.351 2.964
H: -0.204 -3.076 4.480
H: -2.127 -2.036 4.967
C: 2.980 3.437 -1.672
C: 2.124 2.225 -1.938
O: 2.742 1.639 -3.026
H: 3.166 4.012 -2.579
H: 3.940 3.085 -1.294
H: 2.520 4.130 -0.968
H: 1.057 2.405 -2.074
H: 2.277 1.532 -1.110
H: 2.741 2.235 -3.779
C: -3.662 -4.003 -1.114
C: -2.901 -2.813 -0.581
O: -1.857 -2.436 -1.427
H: -4.184 -3.819 -2.053
H: -4.386 -4.321 -0.363
H: -3.084 -4.916 -1.257
H: -2.518 -3.081 0.404
H: -3.535 -1.951 -0.371
H: -1.366 -1.744 -0.978
C: -4.658 0.315 1.519
C: -3.591 -0.572 2.171
O: -4.221 -1.753 2.662
H: -5.115 -0.028 0.591
H: -4.341 1.352 1.414
H: -5.591 0.364 2.081
H: -3.086 -0.071 2.997
H: -2.778 -0.789 1.478
H: -3.552 -2.156 3.220
C: -4.005 1.485 -2.229
C: -2.784 0.588 -1.979
O: -1.620 1.400 -2.103
H: -4.161 2.131 -1.365
H: -4.924 0.914 -2.364
H: -3.904 2.092 -3.129
H: -2.697 -0.269 -2.647
H: -2.756 0.132 -0.990
H: -0.921 0.875 -1.706
C: -0.118 -2.941 -5.768
C: -0.838 -3.097 -4.468
O: -0.075 -2.529 -3.423
H: -0.638 -3.477 -6.562
H: 0.872 -3.397 -5.798
H: -0.121 -1.893 -6.069
H: -1.000 -4.149 -4.232
H: -1.841 -2.673 -4.488
H: -0.597 -2.652 -2.627
C: -1.782 0.637 -5.544
C: -0.291 0.957 -5.471
O: 0.234 0.595 -4.235
H: -2.487 1.168 -4.904
H: -1.880 -0.434 -5.364
H: -2.232 0.879 -6.507
H: -0.172 2.020 -5.680
H: 0.171 0.424 -6.302
H: -0.290 1.136 -3.640
C: -0.289 3.591 3.841
C: -1.659 3.005 3.566
O: -2.520 3.558 4.507
H: 0.431 2.927 3.363
H: -0.161 3.433 4.912
H: -0.192 4.644 3.578
H: -1.654 1.919 3.665
H: -1.951 3.167 2.529
H: -3.301 3.715 3.972
C: 1.239 -0.693 4.599
C: 2.184 -1.467 3.697
O: 3.498 -1.449 4.317
H: 0.209 -1.017 4.453
H: 1.206 0.323 4.203
H: 1.491 -0.815 5.652
H: 2.288 -1.009 2.714
H: 1.847 -2.503 3.645
H: 4.087 -1.989 3.786
C: -0.718 5.513 0.641
C: -0.809 4.207 -0.189
O: -2.085 3.707 -0.254
H: -1.127 6.373 0.112
H: 0.319 5.699 0.922
H: -1.296 5.514 1.566
H: -0.232 3.394 0.252
H: -0.276 4.360 -1.127
H: -2.067 2.954 -0.849
C: 3.440 2.967 2.093
C: 3.625 4.470 2.144
O: 2.439 5.140 2.434
H: 3.004 2.613 3.027
H: 4.398 2.516 1.835
H: 2.793 2.731 1.248
H: 3.910 4.826 1.154
H: 4.425 4.749 2.830
H: 2.356 5.206 3.388

Properties
LUMO level (eV): -3.39
Relative energy (zero: lowest compared OMol25 entry of this formula, charge and spin) (kcal per mole): 5.8
HOMO energy (eV): -11.37
Charge: +1

Entry 3:
C30H17CrF15GeN3O5S2 as an isolated structure, computed with ωB97M-V/def2-TZVPD.

Geometry (Å):
Cr: -1.277 1.454 -0.582
O: -1.423 -0.497 -2.001
C: -1.628 -0.134 -3.364
C: -0.879 1.139 -3.719
N: -1.235 2.221 -2.824
C: -2.609 2.695 -3.010
C: -3.657 2.057 -2.080
O: -4.827 2.014 -2.441
O: -3.221 1.660 -0.940
C: -0.274 3.316 -2.763
C: -0.508 4.162 -1.491
O: -0.270 5.364 -1.547
O: -0.941 3.510 -0.484
H: -0.479 -0.699 -1.887
H: -2.707 -0.014 -3.484
H: -1.301 -0.948 -4.020
H: -1.085 1.384 -4.774
H: 0.195 0.960 -3.620
H: -2.938 2.591 -4.051
H: -2.636 3.761 -2.769
H: -0.319 3.970 -3.642
H: 0.730 2.887 -2.696
C: -5.625 2.113 1.613
C: -4.350 1.349 1.717
C: -4.226 0.010 1.457
C: -2.927 -0.452 1.181
N: -1.839 0.296 1.338
C: -1.949 1.500 1.980
S: -0.703 2.326 2.655
N: -3.227 2.044 2.004
C: -2.727 -1.812 0.582
H: -6.480 1.455 1.744
H: -5.666 2.539 0.606
H: -5.674 2.921 2.342
H: -5.092 -0.592 1.236
H: -3.264 3.027 2.230
H: -3.586 -2.453 0.769
H: -1.826 -2.267 0.995
H: -2.592 -1.702 -0.496
F: 0.783 -2.116 -1.937
C: 0.712 -2.912 -0.856
C: 1.316 -2.523 0.328
C: 1.296 -3.470 1.337
F: 1.961 -3.267 2.480
C: 0.652 -4.690 1.218
F: 0.658 -5.560 2.225
C: 0.015 -5.013 0.030
F: -0.602 -6.178 -0.107
C: 0.056 -4.116 -1.025
F: -0.516 -4.424 -2.186
Ge: 2.118 -0.698 0.470
S: 1.165 0.818 -0.700
C: 2.280 -0.306 2.403
C: 3.391 0.264 2.996
F: 4.509 0.485 2.284
C: 3.425 0.637 4.331
F: 4.525 1.183 4.855
C: 2.310 0.432 5.125
F: 2.326 0.785 6.405
C: 1.181 -0.149 4.573
F: 0.104 -0.361 5.326
C: 1.193 -0.504 3.237
F: 0.096 -1.093 2.757
C: 3.952 -0.886 -0.285
C: 4.706 0.259 -0.513
F: 4.272 1.441 -0.089
C: 5.942 0.234 -1.138
F: 6.636 1.354 -1.326
C: 6.468 -0.976 -1.561
F: 7.655 -1.020 -2.155
C: 5.758 -2.141 -1.339
F: 6.264 -3.314 -1.725
C: 4.528 -2.074 -0.705
F: 3.912 -3.249 -0.501

Properties
⟨S²⟩: 6.01
LUMO level (alpha / beta) (eV): 2.06 / 2.05
Relative energy (zero: lowest compared OMol25 entry of this formula, charge and spin) (kcal per mole): 0.0
HOMO energy (alpha / beta) (eV): -4.67 / -5.94
Charge: -1
Spin multiplicity: 5

Entry 4:
C5H5O6Tb as an isolated structure, computed with ωB97M-V/def2-TZVPD.

Geometry (Å):
C: 2.889 2.058 -0.694
C: 1.440 1.830 0.117
O: 1.627 1.651 1.377
O: 2.900 2.045 -1.866
H: 3.721 2.282 0.005
H: 0.948 2.786 -0.160
C: -0.941 -1.081 0.492
C: -1.076 -2.256 -0.467
O: -2.292 -1.959 -1.133
C: -2.921 -0.944 -0.561
O: -2.087 -0.397 0.416
O: -4.044 -0.611 -0.706
O: -0.371 -1.122 1.586
H: -1.155 -3.211 0.069
H: -0.245 -2.285 -1.182
Tb: 0.852 0.313 3.131
H: 0.754 0.899 -0.424

Properties
⟨S²⟩: 16.77
LUMO level (alpha / beta) (eV): -15.57 / -16.44
Relative energy (zero: lowest compared OMol25 entry of this formula, charge and spin) (kcal per mole): 30.3
HOMO energy (alpha / beta) (eV): -21.08 / -21.08
Charge: +3
Spin multiplicity: 8

Entry 5:
An isolated ion of composition C2H5N2 and charge +1, computed with ωB97M-V/def2-TZVPD.

Geometry (Å):
H: 2.478 -0.487 -0.051
N: 1.462 -0.546 -0.188
C: 0.775 0.483 0.124
N: -0.642 0.522 -0.161
C: -1.328 -0.567 0.015
H: 1.366 1.374 0.403
H: -1.145 1.438 -0.306
H: -0.666 -1.387 0.373
H: -2.300 -0.829 -0.208

Properties
Structure (SMILES): [H]/N=C/[NH+]=C
LUMO level (eV): -6.31
Relative energy (zero: lowest compared OMol25 entry of this formula, charge and spin) (kcal per mole): 16.7
HOMO energy (eV): -15.94
Charge: +1